The following is a quantum chemistry calculation of a structure of composition C40H41OPdSi3Te at a distorted geometry, from the OMol25 dataset.

- HOMO-LUMO gap: 5.07 eV
- DFT total energy: -2888.2395 a.u.
- Total charge: +1
- LUMO energy: -5.61 eV
- HOMO: -10.7 eV
- Energy relative to the best compared isomer or geometry (same formula, charge and spin): 73.59 kcal/mol

```
87
Properties=species:S:1:pos:R:3:forces:R:3
Te 2.32470 -1.13002 0.53129 1.2218 -1.3970 0.1301
Pd -0.28430 -0.75252 0.54809 -1.4253 2.6748 -1.7266
Si -1.54560 -2.75162 -0.16071 -1.8837 -2.4120 1.7881
Si -1.47730 2.31138 -0.68301 -0.1335 3.4781 -0.9729
Si -0.71880 -0.88902 2.91479 -0.4524 -2.2665 2.1583
O -1.64940 0.80928 -0.32041 0.4800 -4.2449 1.7644
C -1.67130 -2.60952 2.85629 0.7062 1.5234 -0.1821
C -2.64800 3.51438 0.25609 0.9375 -1.4344 -0.8640
C -1.99700 -3.31352 1.70589 0.6880 0.7758 -1.6150
C -2.70070 -4.32102 4.19999 0.0331 0.0400 0.2250
C -0.72650 -4.35022 -0.92451 0.3437 1.6156 0.0280
C 2.88430 3.57458 0.51199 0.1083 -0.0525 0.0346
C -2.02630 -3.11792 4.10269 -0.0031 0.0765 -0.0469
C 5.09990 0.09188 0.12099 -0.4176 -0.2907 0.4909
C 0.91750 2.23448 0.78269 0.1818 0.0497 -0.0253
C 6.01220 1.07748 -1.86441 -0.0351 0.0200 -0.0314
C 3.75960 0.25098 -1.87221 -0.4196 -0.0691 -0.1343
C 2.63260 -2.97882 -0.51911 -0.0803 0.1987 0.3623
C 2.62730 -4.26562 -2.54231 0.0256 -0.0131 -0.0354
C -2.98600 4.75838 -0.24291 -0.1878 0.3590 0.1837
C 2.24750 4.29468 -0.48441 -0.0063 0.0791 -0.0617
C -2.97240 2.91218 -3.07011 -0.1927 0.0551 -0.4024
C 2.34580 -3.08782 -1.87171 -0.1459 0.3025 -0.0134
C -0.80930 2.59288 -4.77091 0.3260 -0.0946 0.0257
C -2.04730 2.93748 -5.28061 -0.0906 -0.0381 -0.2074
C -0.64970 2.41378 -3.40671 -0.1027 0.0691 -0.4979
C 2.21410 2.54538 1.15229 0.1243 -0.1720 0.2945
C 0.91880 -1.29762 3.89009 -0.4002 0.6699 -1.2403
C -3.13250 3.08578 -4.43561 -0.1854 0.0285 0.1115
C -1.78090 0.29768 4.01709 0.5703 0.0534 -1.5138
C 4.81790 0.85368 -2.52941 0.0973 -0.0158 -0.0352
C 0.94590 3.98478 -0.84611 0.0565 -0.0534 0.0565
C 3.17480 -4.05662 0.16899 -0.0414 0.2079 0.2245
C 0.27400 2.93798 -0.22731 -0.8407 -0.7840 -0.2350
C -1.73020 2.59208 -2.56181 0.4653 -0.3666 1.8391
C -3.74750 5.62618 0.52539 0.0572 0.1070 -0.1450
C -2.69480 -4.51132 1.81199 0.0722 -0.0297 -0.0040
C -4.16320 5.24968 1.79099 -0.0766 0.0932 0.0590
C 3.18220 -5.33582 -1.86021 0.0035 -0.0477 -0.0145
C -3.03840 -5.01592 3.05379 -0.0939 -0.1188 -0.1147
C -3.30580 -2.46192 -0.93401 1.4762 0.8426 -0.1245
C 3.90690 -0.13662 -0.55221 -0.6275 0.3700 -0.2110
C -3.07560 3.13038 1.51369 -0.2653 0.4033 0.2156
C 3.44420 -5.23632 -0.50441 0.0172 -0.0782 -0.0242
C -3.83020 4.00028 2.28349 0.0085 -0.1827 0.2085
C 6.15210 0.69998 -0.54041 0.0602 -0.0191 -0.1074
H -2.65940 5.06548 -1.22501 0.0522 0.0278 -0.1470
H -1.42560 -5.17922 -0.89461 -0.4467 0.1064 0.1764
H 3.89720 3.82098 0.79209 0.1024 0.0007 0.0429
H -2.80820 0.33538 3.66939 -0.1213 -0.0148 -0.1307
H 3.86990 -6.07442 0.02689 0.0322 -0.0404 0.0585
H 1.89420 -2.25992 -2.40291 0.0309 0.0357 -0.0693
H 2.41650 -4.34972 -3.59821 -0.0297 0.0277 -0.0719
H 2.69210 1.99228 1.95009 0.1420 0.0004 0.1068
H 1.53640 -2.02112 3.35769 -0.0788 -0.0127 -0.0073
H -1.38440 1.30848 4.01909 0.0496 0.1881 0.0269
H -4.74450 5.93238 2.39339 -0.0613 0.0345 0.0397
H 0.68210 -1.71782 4.86199 -0.4051 -0.0203 0.1434
H -3.81620 3.02288 -2.40621 -0.1385 0.0624 0.0704
H -2.17220 3.07098 -6.34351 -0.0108 0.0477 -0.1436
H 2.82310 0.08518 -2.38951 0.0217 0.0660 -0.0336
H -1.77570 -2.57312 5.00099 -0.0022 0.0280 0.1812
H 7.08540 0.87408 -0.02721 0.0428 -0.0143 0.1031
H 2.77060 5.09438 -0.98751 0.0418 0.0987 -0.0149
H -4.15170 3.69808 3.26869 -0.0947 0.0260 0.1442
H 0.37150 1.44218 1.31549 0.1039 0.1649 0.0298
H -2.81560 2.15508 1.89039 0.0214 -0.2557 0.1125
H -3.78970 -1.60082 -0.48281 0.0360 0.1307 0.1061
H -2.96310 -4.70722 5.17339 -0.0397 -0.0666 0.0631
H -3.93950 -3.33082 -0.78321 0.2571 -0.3620 0.2553
H 4.71640 1.14668 -3.56281 -0.0735 0.0300 -0.0894
H -0.45020 -4.18902 -1.96151 0.0442 -0.0220 -0.1914
H 0.03880 2.46088 -5.42621 0.0441 0.0157 -0.1594
H 0.45550 4.55348 -1.62321 -0.0391 0.0360 -0.1082
H 6.83380 1.54838 -2.38031 0.0914 0.0590 -0.0489
H -4.00760 6.59818 0.13319 -0.0535 0.1036 0.0030
H 0.31500 2.14108 -3.00591 0.1994 0.0002 0.0459
H 3.39020 -3.97532 1.22569 0.0495 -0.0201 0.0402
H -2.97150 -5.06092 0.92619 -0.0555 -0.1486 -0.1381
H 3.41300 -6.24812 -2.38761 0.0015 -0.1013 -0.0474
H 5.20870 -0.21192 1.15329 0.0387 0.0283 0.0712
H 0.16870 -4.64582 -0.38411 0.1003 0.0659 0.1266
H -1.78490 -0.06082 5.04079 0.2649 -0.3686 0.1138
H 1.51270 -0.40052 4.04649 0.1408 0.1106 0.0628
H -3.23020 -2.27712 -2.00001 -0.0483 0.0570 -0.2227
H -4.10640 3.33358 -4.82741 -0.0973 0.0521 -0.1383
H -3.56850 -5.95392 3.12159 -0.0661 -0.0683 0.0248
```
Forces are in eV/Å.

---

The following is a quantum chemistry calculation of a cluster of 8 separate species, C36H93N5O13 in total at a distorted geometry, from the OMol25 dataset.

- HOMO-LUMO gap: 9.03 eV
- SMILES: COCCNCCOC.COCCNCCOC.COCCNCCOC.COCCNCCOC.COCCNCCOC.CCO.CCO.CCO
- DFT total energy: -2678.9904 a.u.
- LUMO energy: 0.68 eV
- HOMO: -8.4 eV
- Energy relative to the best compared isomer or geometry (same formula, charge and spin): 17.25 kcal/mol

```
147
Properties=species:S:1:pos:R:3:forces:R:3
O -0.22830 1.24103 -1.20496 0.0532 0.7553 0.3039
O -2.12855 2.82377 5.23980 0.4232 -1.6754 1.1806
O -3.55378 3.47010 1.05472 1.1427 0.1139 1.8178
O 3.07986 -7.44071 -1.55552 -0.7610 0.0944 -0.2490
O 1.45351 -2.68018 3.16987 -0.1824 0.2115 0.6761
O 3.70472 -3.09477 -3.49711 0.0079 1.3158 0.0864
O -1.37978 5.40815 -1.59227 -1.2098 0.3778 -0.4108
O -4.88498 1.01851 -3.29082 0.5085 0.5773 -0.9232
O -1.96887 -2.69254 -1.86858 -0.1643 -0.4194 -0.2587
O 3.83338 1.76719 1.25635 0.0020 -0.0134 0.4316
O 0.30252 5.24999 -3.75461 -0.0774 0.9484 -1.0772
O -0.82924 -6.54310 1.48168 -0.4539 0.1260 -0.5438
O -2.00252 0.98341 1.25598 -0.3681 -0.4050 -0.0686
N -1.99858 3.20410 -4.16355 -0.2850 -0.3744 -1.6280
N 1.63688 -5.38183 2.15974 -0.3125 -1.0570 0.7581
N -3.89676 4.71691 3.81421 0.1210 0.9793 0.0548
N 4.83623 -5.25786 -1.96060 -0.0557 1.4495 0.5225
N 0.79442 1.96274 1.94607 1.2088 -0.7295 -0.5673
C 4.55162 -2.83544 -2.35846 -1.0631 -0.4819 -1.3568
C 0.51958 -5.46849 3.08578 -0.2246 0.0914 -0.2153
C -1.18826 2.04518 6.04338 -0.7608 0.3622 -0.9249
C 3.71081 -2.01714 -4.44645 -0.2434 -1.5161 -0.3284
C 2.53672 -3.12135 2.43089 1.0886 -1.1206 0.0808
C 0.53218 6.16848 -0.50220 0.4317 2.4178 1.7237
C -0.57667 3.07619 -4.36260 0.2918 -0.8315 -2.4735
C -1.24514 -7.81931 1.08034 -1.0260 -0.0697 -0.9599
C -3.09085 5.10907 2.66347 -0.4419 1.5745 1.1742
C 2.73615 -4.64144 2.66544 0.4188 1.6613 -0.0585
C 4.36195 -3.96234 -1.40339 -0.0153 0.0740 0.2393
C -0.48975 2.55508 2.30721 0.9384 0.5651 -0.4199
C -0.60205 5.22226 -0.43983 -0.2660 -0.8792 -0.7472
C -0.22665 -3.81063 -0.75893 0.9660 -1.0251 -0.3238
C 0.26979 -0.07842 -1.19710 0.1280 0.1181 -0.5809
C 0.06581 4.39126 -4.89896 0.7339 -1.4620 2.6729
C -2.02168 4.20162 5.43843 -0.2096 0.1269 0.3496
C -1.68550 1.62897 2.46087 1.5056 -0.4555 1.0488
C 1.23332 -1.29456 3.09447 -0.0285 1.1877 -0.8597
C -4.22991 2.19360 -3.85481 -0.3289 -1.4301 -0.9446
C -4.31541 2.99329 0.04372 -2.6527 1.2196 -1.0779
C 1.67739 -7.63118 -1.59421 -0.2622 1.2390 0.5252
C 0.75407 6.57921 -4.11458 -0.2817 -0.5018 -0.3158
C 4.95293 -6.24249 -0.91918 -1.2132 0.4633 0.3869
C 1.57334 -0.13391 -1.97057 0.6401 0.2715 -0.0729
C 4.80664 1.30627 0.32387 -1.0431 -0.0394 0.4067
C 3.56887 -6.75116 -0.42054 1.4046 -0.5698 -0.1660
C -3.31037 4.90875 5.13244 -1.3977 0.0012 0.6163
C -2.89484 -0.13111 1.47030 0.8594 1.4330 0.5227
C -1.32603 -3.99873 -1.76660 -0.3794 2.0704 -0.5270
C -2.74351 2.03498 -3.69436 0.0607 1.6963 1.5081
C 1.82506 3.03169 1.82074 -0.3449 0.2384 -0.7385
C 2.93100 2.76448 0.78465 0.3524 -0.2437 0.4404
C -3.75546 4.83626 1.37447 0.6595 -0.5295 -1.9969
C -0.29014 -6.66210 2.77037 -0.9353 -0.3147 -0.2287
C -6.29611 1.00761 -3.33566 -0.1524 0.4927 1.2058
H -1.39763 0.81184 3.19921 -0.3867 0.9901 -0.4178
H 2.28713 0.70176 -1.71222 -0.8476 -0.8101 0.0034
H -1.97288 -7.66360 0.25528 0.7415 -0.2841 0.1084
H -2.47959 2.26502 2.86130 -0.2849 -0.5222 -0.1303
H -1.25343 5.39407 0.39789 -0.0694 -0.2070 0.5531
H -1.28720 0.99061 5.79213 -0.2891 0.0987 -0.2057
H 3.47042 -2.65542 2.77805 -0.0805 0.4843 -0.3995
H -0.15819 2.31352 5.85031 0.3368 0.3487 -0.2336
H 1.08043 -6.64880 -1.56967 0.9246 -1.1355 0.0585
H -3.21716 5.97563 5.40845 0.2563 -0.1899 -0.6079
H 1.42619 -0.08221 -3.05530 -0.0911 -0.0305 0.1728
H -2.14598 4.63971 2.65454 1.3239 -0.8342 -0.1485
H 2.31576 -2.93069 1.36704 0.5269 0.0349 -0.0627
H 1.04065 4.16452 -5.29403 0.5090 -0.2689 -0.4055
H 0.72689 1.48391 1.02572 -0.1125 0.5699 0.8097
H -5.37574 2.94045 0.46271 0.6917 -0.0348 -1.1011
H -2.44653 1.14259 -4.15587 0.7348 -1.1338 -0.9951
H -6.80097 1.01593 -4.28971 0.4091 0.3647 -0.8259
H 1.30142 3.98510 1.47193 0.7234 -0.8004 0.4733
H -3.29540 5.30196 0.50396 0.3686 0.9790 0.2216
H 2.51200 2.43460 -0.16622 -0.2046 0.1347 -0.2584
H 3.76490 -7.48181 0.38907 -0.4668 0.4060 0.0296
H -4.24436 3.78902 3.71341 -0.0965 -0.7136 -0.0695
H 1.30968 -4.91330 1.33908 -0.2072 0.0228 -0.6086
H -2.38273 -0.95841 1.95174 0.2030 -0.1306 0.2737
H 3.65501 -4.98276 2.22513 0.6069 0.1120 -0.8851
H 2.86694 -5.96796 -0.11075 0.2460 -0.1052 0.0890
H -2.72598 -2.77131 -2.46509 0.2017 0.0834 0.1303
H -1.13463 -6.81565 3.46642 0.3452 0.0421 0.1550
H -0.97532 -4.26593 -2.76117 0.4071 -0.1797 -0.0338
H -0.37262 -8.44873 0.77368 -0.7385 0.2825 0.2272
H -4.77917 5.14118 1.28639 -1.0100 -0.0966 0.5681
H -0.49648 -0.70253 -1.62826 -0.0253 -0.6498 -0.3427
H 1.33693 -8.25854 -0.76263 -0.0098 0.0539 -0.0203
H -0.09757 -4.56883 3.02081 -0.1163 -0.0253 0.3757
H 1.84038 6.62512 -4.33498 -0.4847 -0.2415 0.2352
H 4.94119 -3.62491 -0.52306 0.1184 -0.8283 -0.1499
H 5.57887 -5.78863 -0.17213 -0.0018 0.0838 0.8637
H -3.74505 0.19381 2.09000 0.0241 -0.2105 -0.3805
H -1.73362 4.47421 6.45311 0.1164 -0.1557 0.2961
H 0.16756 7.26621 -0.52662 0.3908 -1.7065 -0.0013
H -2.12241 4.03817 -3.64293 -0.7565 0.4733 0.9462
H -1.06122 1.27165 -0.71091 0.1397 -0.0662 0.1427
H -0.27816 4.17268 -0.53426 0.2538 0.1344 0.9429
H -3.13351 -0.41026 0.48111 -0.8563 -0.5859 -0.9402
H 0.05322 -4.83192 -0.44002 0.3003 0.4215 -0.0466
H 3.09547 -2.39094 -5.27280 0.1747 0.2883 0.0602
H 0.21563 6.95608 -5.00223 0.1025 -0.2325 0.2762
H -4.07589 4.58016 5.86563 0.3230 -0.1521 -0.3618
H 4.38158 -1.86089 -1.89031 -0.3217 0.0392 -0.0694
H 4.68565 -1.72097 -4.83480 0.4142 -0.4629 0.1067
H 3.28113 -1.12530 -4.06058 -0.6336 0.7873 0.6234
H 3.30765 -3.91485 -1.05332 0.2187 -0.4177 -0.2410
H -4.42579 2.33590 -4.92527 -0.3723 -0.3347 0.0200
H 0.73359 -0.98677 2.11692 0.4636 -0.4121 1.0805
H -0.51318 4.83711 -5.66725 -0.8976 0.6424 -0.5101
H -1.85366 -8.31348 1.86425 0.5215 0.0125 -0.0903
H 0.86049 -5.62204 4.09960 0.3469 0.3600 0.3358
H -1.37096 2.15109 7.10268 -0.2657 0.2467 0.3889
H 4.25520 0.77208 -0.47703 0.6851 0.1389 0.0852
H -2.57019 1.91338 -2.63729 0.2067 -0.3977 0.7144
H -0.60812 3.33771 1.54812 -1.0830 0.0879 0.0831
H -0.29546 3.09748 3.24605 -0.4356 -0.2779 -0.0053
H 0.58725 -1.07488 3.93774 -0.2533 0.2863 -0.0885
H -3.98840 2.01098 -0.17872 0.3204 -0.9438 -0.4397
H 0.49903 7.22449 -3.27853 0.1785 0.0469 0.0577
H -1.26966 4.53824 4.77875 1.2599 0.7979 -0.7684
H 0.30063 -7.55776 2.69795 0.7658 -0.4757 0.7864
H 0.46430 -0.47900 -0.21309 -0.0441 0.1729 0.7953
H 2.97671 -4.81311 3.71190 -0.7186 -0.0795 0.3841
H 5.50381 -7.08888 -1.25645 0.3050 -0.8389 -0.5095
H -0.76172 5.28693 -2.32010 -0.0085 0.0151 -0.6128
H 1.21978 6.10312 0.37614 -0.3639 -0.0973 -0.6899
H -6.69938 1.81319 -2.70330 0.0065 0.1450 -0.3031
H 2.36182 3.23442 2.76737 -0.6014 -0.1180 -0.1558
H 4.23338 -5.59646 -2.69878 -0.1517 0.2142 -0.0114
H 1.46970 -8.12016 -2.52602 -0.1836 -0.2932 -0.4364
H -6.66112 0.10394 -2.86903 0.3341 -0.4784 0.2618
H 5.45974 0.63847 0.89484 -0.1882 -0.0499 -0.3007
H 5.52126 -2.86761 -2.77584 1.5909 0.1540 -0.0362
H -2.84261 6.18761 2.75774 -0.4107 -0.3336 -0.0694
H 0.66407 -3.29081 -1.22073 -0.9775 -0.4302 0.6491
H -2.07940 -4.70609 -1.49988 -0.3646 -0.7319 0.6243
H -4.55394 3.07213 -3.37508 -0.6235 1.2149 0.9144
H -0.59386 -3.31437 0.13946 0.0276 0.2449 -0.1561
H -0.11207 2.62853 -3.50396 0.8492 0.3053 0.7509
H 5.42134 2.11746 -0.07037 -0.0802 0.1340 -0.2001
H 2.05891 -1.09263 -1.72757 0.0100 0.2811 -0.2419
H 3.51299 3.69421 0.64580 -0.3436 -0.0976 -0.1607
H -0.35173 2.31812 -5.18973 -0.5620 0.7614 0.7912
H 2.14417 -0.62877 3.18687 -0.6089 -0.9811 -0.0739
H 1.05656 5.98399 -1.40749 0.8296 -0.0850 -0.6694
H -4.29569 3.65850 -0.90779 -0.0104 -0.9381 1.3171
```
Forces are in eV/Å.

---

The highest DFT total energy belongs to which entry?
C36H93N5O13

---

Which value of HOMO does entry 2 give?
-8.4 eV

---

Among the records above, which one has the lowest HOMO?
C40H41OPdSi3Te

---

Look up the DFT total energy of the second one.
-2678.9904 a.u.